Here is a cluster of 12 separate species, C64H154Cl4N8O5 in total from the OMol25 dataset. Energies are from the ωB97M-V functional and the def2-TZVPD basis.

Geometry as XYZ:
```
235
Properties=species:S:1:pos:R:3:forces:R:3:mulliken_spin:R:1
C 3.16636 -1.37510 6.24092 0.044 0.746 -0.284 0.000
C 2.72488 -1.72862 4.79695 -0.419 -0.915 1.979 0.001
N 2.15379 -3.19527 4.61003 0.084 1.099 -1.202 0.000
C 1.73298 -3.24804 3.14518 0.275 -0.866 0.148 0.001
C 3.30142 -4.22426 4.73443 0.098 -0.196 1.282 0.000
C 3.95520 -4.41172 6.16347 -0.419 -0.602 -1.518 0.000
C 0.83590 -3.46833 5.44095 1.685 -1.241 -0.296 0.000
C -0.18557 -2.38889 5.35618 -0.007 1.161 1.225 0.000
O 0.03128 -1.55749 6.54899 0.166 -0.808 -1.107 0.000
C -0.67784 -0.34744 6.62349 -1.016 -0.181 -0.635 0.000
H 3.06674 -0.29193 6.31096 0.129 0.208 -0.186 0.000
H 4.23527 -1.57252 6.32185 -0.200 -0.185 0.403 0.000
H 2.61919 -1.68213 7.13224 -0.138 -0.673 -0.471 0.000
H 3.67602 -1.61250 4.27736 -0.545 -0.458 -0.869 0.000
H 1.95816 -1.04457 4.43322 0.120 -0.191 -0.115 -0.001
H 1.50210 -4.27641 2.86724 -0.071 -0.134 0.341 0.000
H 2.59462 -2.98424 2.53191 -0.154 0.468 0.083 0.000
H 0.82179 -2.68908 2.93214 0.342 0.286 0.180 -0.001
H 4.08089 -3.91103 4.03987 -0.109 0.449 0.049 0.000
H 2.98550 -5.17242 4.29937 -0.615 0.037 0.381 0.000
H 4.83029 -3.76385 6.21425 -0.472 0.181 0.702 0.000
H 4.34764 -5.42664 6.22709 0.113 -0.101 -0.428 0.000
H 3.24387 -4.43234 6.98911 0.137 0.812 -0.004 0.000
H 1.13801 -3.71205 6.45950 -0.027 0.485 0.027 0.000
H 0.45318 -4.41020 5.04788 0.063 0.068 -0.331 0.000
H -1.18578 -2.81491 5.27754 -0.157 -0.125 0.563 0.000
H -0.11296 -1.85256 4.41004 0.183 0.601 0.108 0.000
H -1.73912 -0.50352 6.81687 -0.250 -0.335 0.372 0.000
H -0.70023 0.13403 5.64586 0.570 0.511 -0.133 0.000
H -0.30257 0.29682 7.41862 0.361 -0.203 -0.216 0.000
C 9.26290 -2.97881 -2.09252 0.829 -0.892 0.012 0.000
C 7.80678 -2.58902 -2.03118 -0.972 0.204 1.226 0.000
N 6.88229 -3.01399 -3.14214 1.370 -1.515 -1.065 0.000
C 5.44359 -2.86922 -2.75964 1.367 -0.010 -0.679 0.000
C 7.13196 -2.22140 -4.49076 -0.363 -1.217 1.156 0.000
C 7.59135 -0.79950 -4.24319 0.964 -0.875 -0.783 0.000
C 7.21765 -4.55754 -3.44952 -1.623 -0.005 -0.548 0.000
C 6.22726 -5.38596 -4.39586 1.358 1.722 0.097 0.000
O 5.09420 -5.85393 -3.71628 0.695 0.464 -0.524 0.000
C 4.35592 -6.88487 -4.38435 -0.453 0.181 0.697 0.000
H 9.44656 -3.84698 -1.45955 -0.283 -0.345 -0.200 0.000
H 9.98788 -2.29482 -1.65133 -0.417 0.667 -0.402 0.000
H 9.60855 -3.27519 -3.08286 0.069 0.385 -0.010 0.000
H 7.62730 -1.54172 -1.78823 0.153 0.230 -0.719 0.000
H 7.37578 -3.04690 -1.14085 -0.069 -0.417 -0.001 0.000
H 5.31709 -3.34881 -1.78901 -0.341 0.021 -0.156 0.000
H 4.97871 -3.38963 -3.59699 -0.853 0.268 0.558 0.000
H 5.26705 -1.79368 -2.77109 -0.539 -0.093 0.072 0.000
H 6.19494 -2.34944 -5.03270 -0.044 0.524 0.035 0.000
H 7.84871 -2.88012 -4.98114 0.303 0.680 -0.245 0.000
H 7.67335 -0.32939 -5.22318 -0.843 0.440 0.126 0.000
H 8.65267 -0.83817 -3.99781 0.023 0.045 0.689 0.000
H 7.01155 -0.26848 -3.48824 -0.100 0.182 -0.529 0.000
H 7.22487 -5.10022 -2.50425 0.208 0.305 0.152 0.000
H 8.19647 -4.54919 -3.92905 -0.157 -0.056 0.283 0.000
H 6.88818 -6.09597 -4.89303 -0.056 -1.032 0.706 0.000
H 6.01852 -4.79695 -5.28895 -0.768 0.587 -0.013 0.000
H 4.08696 -6.71156 -5.42633 0.618 0.321 -0.198 0.000
H 3.39896 -6.84739 -3.86386 0.070 -0.567 0.115 0.000
H 4.87571 -7.83313 -4.24749 -0.214 -0.080 -0.165 0.000
C -0.63669 1.23668 -5.59425 -0.861 0.688 -0.315 0.000
C -0.61557 2.78832 -5.90987 2.140 -0.791 0.224 0.001
N 0.70931 3.13555 -6.88090 -2.276 0.242 1.033 0.000
C 0.48779 2.34091 -8.19501 1.062 0.141 1.138 0.000
C 0.60552 4.61830 -7.29323 -0.870 -0.250 0.774 0.000
C 1.63028 5.17321 -8.19635 0.757 0.166 -0.308 0.000
C 1.96846 2.73341 -6.08519 0.764 0.059 -0.417 0.000
C 2.14011 3.18354 -4.59811 -1.512 0.853 -1.360 0.000
O 1.66872 4.55732 -4.44055 0.354 -2.273 -0.406 0.000
C 2.29822 5.34753 -3.46678 0.183 1.772 -0.908 0.000
H -1.25759 1.01652 -4.72584 -0.320 0.545 0.093 -0.002
H 0.30404 0.76910 -5.30357 0.390 0.532 -0.369 -0.001
H -1.08152 0.62646 -6.38029 0.152 0.198 -0.237 0.000
H -0.52661 3.32540 -4.96557 1.038 0.053 -0.030 0.000
H -1.50425 3.30804 -6.26799 0.032 -0.784 -1.100 0.000
H -0.49198 2.57564 -8.61100 0.021 -0.053 0.345 0.000
H 0.62035 1.28404 -7.96360 -0.174 0.119 -0.148 0.000
H 1.24974 2.64660 -8.91200 0.018 -0.074 0.182 0.000
H 0.53345 5.26743 -6.42055 -0.199 -0.642 0.244 0.000
H -0.28662 4.69280 -7.91503 -0.548 -0.231 0.660 0.000
H 2.65225 5.09499 -7.82547 0.040 -0.170 -0.291 0.000
H 1.38360 6.23492 -8.19464 0.183 0.090 -0.378 0.000
H 1.46046 4.77393 -9.19627 0.687 0.229 -0.086 0.000
H 2.89656 3.02784 -6.57513 -0.482 0.465 -0.733 0.000
H 2.03931 1.64708 -6.13980 -0.123 -0.018 0.257 0.000
H 3.19529 3.06625 -4.35126 -0.108 -0.093 0.056 0.000
H 1.50630 2.47997 -4.05832 0.141 0.236 0.833 0.000
H 3.15597 5.89451 -3.85819 0.936 -0.827 -0.242 0.000
H 2.56167 4.88814 -2.51407 -0.548 -0.040 0.016 0.000
H 1.66373 6.23366 -3.48389 -0.591 -0.201 1.324 0.000
C 0.01863 3.50460 5.42787 -1.154 0.950 -0.817 0.000
C -1.11054 4.20011 4.56331 0.785 -0.358 -0.272 0.000
N -2.34161 3.34287 4.05788 -0.616 1.016 1.802 0.000
C -3.24388 3.02778 5.32660 0.521 -0.463 -0.850 0.000
C -3.25284 4.20164 3.11205 1.936 -0.126 -0.746 0.000
C -2.49629 4.86216 1.79031 -1.307 -0.004 0.983 0.000
C -1.86804 2.13007 3.32933 0.026 -2.099 0.533 0.000
C -2.69740 0.76836 3.34783 0.616 1.893 -0.695 0.000
O -4.01546 1.07250 3.03481 -2.459 -0.564 -0.141 0.000
C -4.92951 -0.04335 3.09267 0.546 -1.385 0.292 0.000
H 0.72396 2.89277 4.86548 -0.649 -0.537 -0.275 0.000
H -0.40701 3.04169 6.31818 0.356 -0.060 -0.004 0.000
H 0.68191 4.32993 5.68668 -0.303 0.225 0.517 0.000
H -0.60877 4.66534 3.71485 -0.175 -0.719 -0.590 0.000
H -1.50921 5.10283 5.02618 -0.475 -0.460 0.611 0.000
H -2.78422 2.30070 5.99606 0.871 0.629 0.088 0.000
H -4.14538 2.45429 5.11094 -0.078 0.456 -1.023 0.000
H -3.52408 3.96810 5.80135 0.400 -0.144 0.014 0.000
H -3.67509 5.00445 3.71644 0.277 0.081 -0.031 0.000
H -4.03635 3.45501 2.98260 -0.086 0.405 -1.104 0.000
H -1.85874 4.30180 1.10648 -0.162 -0.805 0.553 0.000
H -1.92450 5.77270 1.96942 0.126 -0.192 0.955 0.000
H -3.27039 5.28946 1.15290 -0.468 -0.389 0.122 0.000
H -1.02913 1.69962 3.87618 0.791 0.989 -0.388 0.000
H -1.59751 2.47822 2.33248 0.178 -0.388 0.189 -0.001
H -2.51687 0.23956 4.28371 -0.585 0.102 0.407 0.000
H -2.26369 0.12271 2.58419 0.268 -0.059 -0.212 0.000
H -5.96016 0.07306 2.75754 0.306 1.209 -0.057 0.000
H -5.01667 -0.48223 4.08660 0.198 0.397 0.441 0.000
H -4.60858 -0.90629 2.50920 0.711 0.076 -0.364 0.000
C -10.08590 2.06859 0.61173 0.745 1.392 1.283 0.000
C -9.40425 3.34783 1.34361 0.760 -1.060 0.557 0.000
N -8.62906 3.07877 2.67640 0.006 0.658 0.886 0.000
C -8.09585 4.40853 3.33565 -2.050 0.025 -1.054 0.000
C -9.63950 2.50243 3.75165 0.013 -1.000 -0.760 0.000
C -11.03888 3.16068 3.93164 0.690 0.820 -0.198 0.000
C -7.38093 2.13803 2.53296 -0.726 1.342 -0.500 0.000
C -6.55536 2.34990 1.23814 -1.117 2.033 -1.042 0.001
O -6.07329 3.76175 1.03318 -0.592 -2.154 0.898 0.000
C -5.62863 4.08392 -0.29636 0.298 0.419 0.988 0.000
H -10.77580 1.54996 1.27743 -0.106 0.273 0.067 0.000
H -9.39847 1.30038 0.25759 0.320 0.331 -0.025 0.000
H -10.65468 2.45003 -0.23627 0.084 0.049 0.074 0.000
H -10.13025 4.09499 1.66422 -0.175 -0.171 -0.420 0.000
H -8.59428 3.83964 0.80493 -0.536 -0.026 -0.714 0.000
H -8.99079 4.81652 3.80547 0.273 -0.009 0.410 0.000
H -7.86647 5.17614 2.59656 0.581 -0.544 -0.230 0.000
H -7.30858 4.24473 4.07151 -0.158 -0.262 -0.333 0.000
H -9.03954 2.48764 4.66156 -0.301 0.066 0.109 0.000
H -9.79863 1.47318 3.43005 0.168 -0.104 0.126 0.000
H -11.52484 2.89988 4.87182 0.712 -0.108 0.343 0.000
H -11.84953 2.93890 3.23754 0.637 -0.307 -0.664 0.000
H -10.90921 4.24288 3.92136 -0.296 0.109 0.211 0.000
H -7.85207 1.15778 2.46045 0.571 -0.219 0.369 0.000
H -6.81731 2.37500 3.43533 -0.001 -0.789 -0.004 0.000
H -7.30802 2.14224 0.47756 0.110 0.150 -0.547 0.000
H -5.78756 1.60057 1.04562 0.339 0.207 0.664 -0.002
H -5.02309 4.98336 -0.18487 -0.113 0.106 0.119 0.000
H -6.46192 4.37807 -0.93449 -0.005 -0.613 -0.279 0.000
H -4.92199 3.34360 -0.67143 -0.448 -0.345 -0.364 0.000
C 4.14574 0.23173 -0.76529 -0.642 1.893 -0.444 0.000
C 5.29318 0.35126 0.26259 0.956 -1.777 -1.008 0.000
C 6.40106 1.41990 0.03383 -1.522 0.947 1.728 0.000
N 7.41760 1.58431 1.22107 1.182 -1.040 0.667 0.000
C 8.33123 0.35325 1.30518 -0.203 -0.181 -0.476 0.000
C 6.76543 1.78583 2.64823 0.095 -1.243 -0.759 0.000
C 7.06797 3.18389 2.99852 -0.721 1.700 0.972 0.000
C 8.39644 3.56714 2.40054 0.342 -0.829 -1.188 0.000
C 8.30775 2.84174 1.04701 -0.558 0.984 -0.478 0.000
H 3.45907 -0.60565 -0.64131 0.836 -0.338 0.235 0.000
H 4.34465 0.37309 -1.82763 0.873 -0.666 -0.189 0.000
H 3.45694 1.07172 -0.67535 -0.094 0.395 0.693 0.000
H 5.85810 -0.57350 0.14514 -0.110 -0.558 0.332 0.000
H 4.81835 0.30109 1.24244 0.327 0.560 0.088 -0.001
H 5.84654 2.35829 0.03858 0.447 0.393 -0.265 0.000
H 6.94936 1.30273 -0.90092 0.082 -0.091 0.223 0.000
H 9.04872 0.36621 0.48472 -0.229 0.111 -0.123 0.000
H 7.74643 -0.56513 1.25342 -0.250 0.216 -0.141 0.000
H 8.90887 0.24795 2.22353 -0.192 0.778 0.110 0.000
H 7.24321 1.11838 3.36542 0.068 -0.327 -0.428 0.000
H 5.71758 1.50691 2.53725 0.102 0.350 0.263 0.000
H 7.06575 3.44614 4.05650 -0.191 -0.607 0.168 0.000
H 6.24916 3.77648 2.59048 0.241 0.492 -0.254 0.000
H 9.31635 3.22402 2.87399 -0.373 -0.058 0.714 0.000
H 8.47626 4.64790 2.28349 0.059 -0.128 -0.181 0.000
H 9.27723 2.62414 0.59880 -0.263 -0.388 0.002 0.000
H 7.75869 3.51659 0.39035 -0.008 -0.287 -0.306 0.000
C -6.55637 -0.96438 -0.60820 2.294 0.081 -0.432 0.001
C -5.22042 -1.80255 -1.02895 -1.365 0.692 0.002 0.000
C -5.58056 -3.03695 -1.89854 1.455 -0.088 0.961 -0.004
N -4.77953 -4.33463 -1.57432 0.089 -0.315 -1.552 -0.006
C -3.25521 -4.16048 -1.97188 -1.710 0.453 0.798 0.014
C -4.98530 -4.77307 -0.17891 -0.156 -0.657 1.707 0.000
C -6.16941 -5.85425 -0.10224 2.103 1.302 -0.386 0.000
C -6.57252 -5.99645 -1.54870 -0.456 -0.938 -1.535 0.000
C -5.46133 -5.48209 -2.41253 1.658 1.747 -0.357 0.000
H -6.24553 0.02710 -0.93754 -0.611 0.372 0.338 0.000
H -6.62677 -0.98732 0.47928 -0.190 0.033 -0.063 0.000
H -7.53119 -1.17166 -1.04964 0.342 -0.489 -0.234 0.000
H -4.64768 -1.88226 -0.10499 -0.191 -1.228 0.203 -0.006
H -4.51996 -1.14724 -1.54667 -0.384 0.155 -0.670 0.019
H -5.35163 -2.87395 -2.95170 -0.266 0.227 0.056 -0.005
H -6.64942 -3.19859 -1.75885 0.222 -0.683 -0.127 0.000
H -2.61033 -5.02713 -1.82648 -0.789 -0.459 0.192 0.001
H -2.89617 -3.41057 -1.26703 0.077 0.253 -0.261 -0.001
H -3.21950 -3.86946 -3.02171 -0.095 0.167 0.226 -0.014
H -4.04316 -5.16377 0.20559 -0.025 -0.288 -0.234 0.000
H -5.15607 -3.94949 0.51439 -0.123 0.297 -0.463 0.000
H -5.66635 -6.74667 0.27005 -0.663 -0.060 0.265 0.000
H -6.95246 -5.45380 0.54163 0.054 -0.530 -0.041 0.000
H -6.59213 -7.00532 -1.96091 -0.719 -0.484 0.791 0.000
H -7.54617 -5.56505 -1.78107 0.155 0.212 0.011 0.000
H -4.67678 -6.18269 -2.69843 0.105 -0.430 0.951 0.000
H -5.65072 -5.08513 -3.40985 -0.823 0.374 0.186 0.000
C -2.62491 1.17709 -0.60716 -0.364 0.370 0.862 -0.005
C -1.16082 0.68566 -0.73590 -1.327 3.038 -0.476 0.000
C -1.17277 -0.74358 -0.82135 1.269 -3.627 -1.135 -0.164
N 0.20953 -1.39568 -1.16131 1.555 0.817 1.006 -0.008
C 1.12678 -1.30575 0.13079 -1.147 -1.469 -0.376 0.002
C 1.04128 -0.78926 -2.32065 -0.045 -0.952 -0.900 -0.001
C 1.96096 -1.93410 -2.79966 0.793 0.775 1.140 -0.002
C 1.30228 -3.22028 -2.36232 0.325 -0.164 -1.340 0.003
C 0.06430 -2.82566 -1.63737 -0.205 -1.045 0.714 -0.003
H -2.65078 2.18259 -0.18717 0.143 0.110 -0.004 0.000
H -3.24464 0.58560 0.06677 0.131 -0.291 0.237 0.003
H -3.19515 1.24414 -1.53367 0.357 -0.235 -0.343 0.004
H -0.53070 1.12198 0.03912 0.015 -0.330 0.405 0.000
H -0.87701 1.22522 -1.63947 0.671 -0.530 -0.342 -0.001
H -1.78583 -1.21649 -1.58855 -0.346 0.767 -0.650 0.142
H -1.55770 -1.29074 0.03920 0.390 0.206 0.710 0.021
H 1.60858 -0.34424 0.30821 -0.531 0.180 -0.287 -0.001
H 1.85311 -2.11838 0.11795 0.280 0.161 -0.675 0.001
H 0.50139 -1.62338 0.96512 -0.378 0.534 -0.035 0.000
H 1.62506 0.11025 -2.12527 -0.527 0.028 0.592 -0.002
H 0.40798 -0.63610 -3.19448 -0.623 0.419 0.426 0.006
H 2.90196 -1.91457 -2.24990 0.220 0.512 -0.432 0.000
H 2.14883 -1.78120 -3.86241 0.229 -0.231 0.124 0.000
H 1.92748 -3.84220 -1.72168 0.191 0.028 -0.331 0.000
H 1.02686 -3.75600 -3.27075 0.054 -0.521 0.294 0.000
H 0.01889 -3.57355 -0.84573 -0.972 0.700 0.624 0.000
H -0.75606 -2.98036 -2.33820 -0.413 0.799 0.435 0.004
Cl -2.33199 -3.14248 2.06725 0.251 0.426 -0.399 0.000
Cl 3.98130 -0.02079 -5.09282 -0.204 -0.051 0.476 0.000
Cl 1.53047 2.11613 1.95080 -0.127 -0.414 -0.103 0.000
Cl -2.61664 -1.62767 -4.39187 0.021 0.064 0.003 1.003
```
Positions in Å, forces in eV/Å.

Values from the calculation:
multiplicity = 2
<S²> = 0.75
electronic energy = -141058.2193 eV
charge = +5
E_HOMO (spin up / spin down) = -0.5796 / -0.5796 hartree
frontier orbital gap (spin up / spin down) = 0.278 / 0.100 hartree